#A
Computed, not measured: a gas-phase ion, C4H11N2 (charge +1), with the ωB97M-V functional and the def2-TZVPD basis.

Values from the calculation:
HOMO energy: -14.1079 eV
spin multiplicity: 1
charge: +1
E_LUMO: -3.374 eV
SMILES string: C=C[C@](C)(N)[NH3+]
frontier orbital gap: 10.734 eV

CARTESIAN COORDINATES (ANGSTROEM)
C (2.16, 0.55, -1.06)
C (0.97, 0.80, -0.46)
C (-0.28, -0.07, -0.15)
C (0.34, -1.49, 0.32)
N (-1.25, -0.16, -1.12)
N (-0.93, 0.65, 1.14)
H (2.83, 1.28, -1.31)
H (2.38, -0.32, -1.64)
H (0.91, 1.77, 0.01)
H (0.94, -1.46, 1.25)
H (0.78, -1.97, -0.52)
H (-0.59, -2.05, 0.54)
H (-1.99, -0.83, -1.19)
H (-1.51, 0.64, -1.65)
H (-1.34, 1.57, 0.87)
H (-0.18, 0.86, 1.79)
H (-1.56, 0.02, 1.51)

---

#B
Computed, not measured: a gas-phase ion, C4H11N2 (charge +1), with the ωB97M-V functional and the def2-TZVPD basis.

Values from the calculation:
HOMO energy: -14.0961 eV
spin multiplicity: 1
charge: +1
E_LUMO: -3.219 eV
SMILES string: C=NCCC[NH3+]
frontier orbital gap: 10.877 eV

CARTESIAN COORDINATES (ANGSTROEM)
C (1.67, 0.05, -1.65)
N (0.80, 0.56, -0.89)
C (0.94, 0.47, 0.56)
C (0.14, -0.68, 1.12)
C (-1.36, -0.36, 1.09)
N (-1.76, 0.09, -0.30)
H (2.46, -0.62, -1.30)
H (1.76, 0.35, -2.70)
H (0.62, 1.38, 1.06)
H (2.01, 0.44, 0.79)
H (0.38, -1.02, 2.13)
H (0.26, -1.59, 0.53)
H (-1.57, 0.51, 1.71)
H (-1.94, -1.23, 1.37)
H (-2.52, 0.77, -0.31)
H (-0.92, 0.49, -0.80)
H (-2.10, -0.62, -0.95)

---

#C
Computed, not measured: a gas-phase ion, C4H11N2 (charge +1), with the ωB97M-V functional and the def2-TZVPD basis.

Values from the calculation:
HOMO energy: -15.2893 eV
spin multiplicity: 1
charge: +1
E_LUMO: -3.927 eV
SMILES string: CCC/[NH+]=C\N
frontier orbital gap: 11.362 eV

CARTESIAN COORDINATES (ANGSTROEM)
C (1.65, 1.41, 0.40)
C (1.55, -0.09, 0.64)
C (0.35, -0.78, 0.00)
N (-0.89, -0.14, 0.47)
C (-2.06, -0.30, -0.17)
N (-2.16, -0.78, -1.37)
H (1.99, 1.77, -0.57)
H (0.67, 1.88, 0.55)
H (2.27, 1.86, 1.17)
H (1.55, -0.27, 1.71)
H (2.49, -0.55, 0.29)
H (0.18, -1.84, 0.22)
H (0.47, -0.86, -1.09)
H (-0.92, 0.76, 0.93)
H (-2.85, 0.10, 0.45)
H (-2.99, -1.20, -1.77)
H (-1.30, -0.96, -1.87)

---

Which one is most stable, and which one is least stable? #C is the most stable of them, while #A is the least stable.

---

#A
Computed, not measured: a gas-phase ion, C4H11N2 (charge +1), with the ωB97M-V functional and the def2-TZVPD basis.

Values from the calculation:
HOMO energy: -11.9494 eV
spin multiplicity: 1
charge: +1
E_LUMO: -3.776 eV
frontier orbital gap: 8.174 eV

CARTESIAN COORDINATES (ANGSTROEM)
C (-1.17, -0.88, -1.06)
C (0.48, 0.52, -0.18)
C (1.23, 0.78, 1.10)
C (-1.48, -0.18, 1.11)
N (-0.64, -0.24, -0.07)
N (1.16, 0.11, -1.34)
H (-2.23, -1.32, -0.90)
H (-0.76, -0.88, -2.02)
H (1.62, -0.13, 1.58)
H (0.83, 1.46, 1.86)
H (2.05, 1.29, 0.67)
H (-1.60, -1.09, 1.67)
H (-1.07, 0.61, 1.85)
H (-2.43, 0.09, 0.81)
H (1.52, -0.88, -1.20)
H (1.96, 0.74, -1.73)
H (0.53, 0.00, -2.13)

---

#B
Computed, not measured: 2 unconnected molecules or ions with the total composition C4H11N2, with the ωB97M-V functional and the def2-TZVPD basis.

Values from the calculation:
HOMO energy (spin up / spin down): -11.3040 / -11.4673 eV
spin multiplicity: 1
charge: +1
E_LUMO (spin up / spin down): -3.813 / -3.730 eV
frontier orbital gap (spin up / spin down): 7.491 / 7.738 eV

CARTESIAN COORDINATES (ANGSTROEM)
C (-1.71, -0.11, -0.34)
C (-1.85, 1.08, 0.51)
C (1.47, 0.80, -0.85)
C (0.99, -0.53, -0.36)
N (-2.27, -1.01, -0.92)
N (1.29, -1.08, 1.10)
H (-2.68, 1.63, 0.40)
H (-1.04, 1.77, 0.37)
H (-1.95, 0.61, 1.53)
H (1.15, 0.92, -1.90)
H (2.48, 1.21, -0.72)
H (0.75, 1.53, -0.37)
H (1.24, -1.39, -1.02)
H (-2.06, -1.94, -1.35)
H (0.88, -2.03, 1.19)
H (1.03, -0.29, 1.62)
H (2.30, -1.18, 1.09)

---

Which one is most stable, and which one is least stable? #A is the most stable of them, while #B is the least stable.